Entry 1:
Molecular formula: C20H35N5O3P2SSi2
Method: DFT, wB97M-V/def2-TZVPD

Last column: Mulliken charge in e.
Geometry (Å):
C1 -3.029 -4.760 -2.124  0.107
C2 -3.171 -4.419 -3.282  -0.806
C3 -3.279 -3.880 -4.731  -0.363
C4 -2.640 -2.444 -4.789  0.352
N1 -1.774 -1.913 -3.834  -0.320
C5 -1.409 -0.602 -4.251  0.546
N2 -0.602 0.239 -3.620  -0.018
S1 -0.075 1.803 -4.064  -0.176
C6 -0.070 -0.279 -2.306  -0.833
C7 1.243 -1.137 -2.473  0.150
O1 1.859 -1.302 -3.510  -0.550
C8 1.795 -1.795 -1.137  0.510
C9 2.680 -0.891 -0.313  -0.238
C10 3.198 -1.422 0.980  -0.344
C11 2.892 -2.792 1.475  -0.584
C12 2.005 -3.646 0.606  -0.399
C13 1.442 -3.175 -0.705  -0.398
N3 -2.062 -0.335 -5.468  0.246
P1 -2.226 0.989 -6.633  0.113
C14 -3.030 2.402 -5.624  -0.902
O2 -0.704 1.509 -7.215  -0.475
N4 -2.802 -1.434 -5.776  0.050
P2 -3.893 -1.783 -7.116  0.352
O3 -3.360 -1.471 -8.481  -0.555
H1 -2.849 -5.376 -1.207  0.388
H2 -4.340 -3.821 -5.108  0.387
H3 -2.750 -4.623 -5.415  0.343
H4 1.282 1.786 -4.364  0.229
H5 0.177 0.628 -1.663  0.500
H6 -0.857 -0.853 -1.727  0.409
H7 2.910 0.161 -0.657  0.310
H8 3.843 -0.758 1.621  0.349
H9 3.301 -3.199 2.447  0.399
H10 1.747 -4.693 0.921  0.322
H11 0.764 -3.815 -1.340  0.378
H12 -2.459 3.369 -5.717  0.350
H13 -4.084 2.522 -6.023  0.307
H14 -3.075 2.054 -4.541  0.271
H15 -0.656 2.461 -6.971  0.343
H16 -5.070 -0.980 -6.887  0.137
H17 -4.336 -3.142 -7.102  0.097
C15 3.091 3.101 7.519  -1.021
Si1 1.926 2.834 6.053  0.184
C16 2.664 3.792 4.606  -1.051
C17 0.282 3.628 6.525  -1.055
N5 1.792 1.154 5.741  -0.237
Si2 0.812 0.556 4.475  -0.010
C18 1.367 1.147 2.773  -0.700
C19 -1.013 0.977 4.695  -1.067
C20 0.925 -1.335 4.444  -0.836
H18 3.187 4.172 7.731  0.268
H19 2.706 2.609 8.416  0.256
H20 4.087 2.707 7.301  0.245
H21 2.927 4.809 4.920  0.367
H22 1.960 3.881 3.776  0.310
H23 3.575 3.308 4.245  0.229
H24 -0.216 3.050 7.305  0.243
H25 -0.389 3.713 5.668  0.320
H26 0.447 4.642 6.909  0.356
H27 1.140 2.203 2.615  0.408
H28 0.845 0.581 1.990  0.125
H29 2.441 0.994 2.640  0.140
H30 -1.348 0.724 5.702  0.242
H31 -1.622 0.406 3.982  0.343
H32 -1.210 2.035 4.513  0.320
H33 0.576 -1.758 5.389  0.304
H34 1.956 -1.657 4.275  0.089
H35 0.302 -1.738 3.636  0.246

Atoms 1-6, force components in eV/Å:
0.1 -1.1 -0.7
-0.1 0.7 -0.6
0.3 -0.1 1.1
2.7 3.7 1.2
-0.9 0.6 -1.9
-2.2 -2.6 -2.3

HOMO, eV: -4.76
LUMO level, eV: -2.4
Charge: 0

***

Entry 2:
Molecular formula: C20H36AlBBrCl2CsF4I2MgNO11S
Method: DFT, wB97M-V/def2-TZVPD

Last column: Mulliken charge in e.
Geometry (Å):
C1 -1.129 -2.262 -1.163  -0.802
C2 -0.087 -2.569 -2.279  0.046
C3 -0.134 -1.436 -3.333  0.627
C4 0.202 -0.006 -2.871  4.358
C5 -0.408 1.062 -3.812  -2.881
C6 -1.544 1.950 -3.240  2.191
C7 -0.923 2.816 -2.106  -0.346
C8 -1.337 2.379 -0.696  -0.492
O1 -1.374 3.085 0.267  -0.455
N1 -2.034 2.787 -4.344  -0.417
C9 -2.894 1.864 -5.074  -0.269
O2 -3.077 1.964 -6.246  -0.483
C10 -3.433 0.770 -4.117  2.820
C11 -4.917 0.483 -4.167  -0.659
I1 -6.066 1.512 -5.584  0.113
C12 -5.482 -0.405 -3.357  0.056
C13 -4.738 -1.181 -2.319  -0.638
I2 -7.549 -0.862 -3.465  0.355
C14 -2.834 1.250 -2.779  0.022
O3 -3.783 2.080 -2.154  -0.534
H1 -0.713 -1.611 -0.400  -0.841
H2 -1.509 -3.147 -0.673  0.526
H3 -1.924 -1.691 -1.664  0.859
H4 -0.478 -3.474 -2.789  -0.184
H5 0.902 -2.734 -1.864  0.374
H6 0.614 -1.670 -4.091  0.466
H7 -1.093 -1.453 -3.838  -0.987
H8 1.287 0.074 -2.928  0.737
H9 -0.061 0.153 -1.853  -4.311
H10 -0.697 0.551 -4.728  0.598
H11 0.367 1.764 -4.105  0.537
H12 -1.304 3.831 -2.192  0.443
H13 0.161 2.771 -2.169  0.410
H14 -1.579 1.282 -0.557  -0.084
H15 -2.629 3.508 -3.944  0.497
H16 -2.903 -0.150 -4.452  -1.771
H17 -3.958 -1.793 -2.768  -0.134
H18 -5.382 -1.827 -1.734  0.566
H19 -4.271 -0.496 -1.617  0.051
H20 -2.600 0.357 -2.193  -0.705
H21 -3.414 2.930 -1.903  0.634
O4 0.223 -3.644 0.967  -0.466
C15 1.363 -4.076 0.943  -0.257
C16 1.148 -6.047 0.283  -0.010
O5 2.302 -6.384 0.294  -0.381
H22 1.920 -4.246 1.881  0.469
H23 2.092 -3.702 0.196  0.209
H24 0.614 -5.810 -0.660  0.153
H25 0.430 -6.358 1.063  0.298
Mg1 -10.020 -2.341 -2.506  0.092
Cs1 -0.057 0.215 0.235  1.037
Cl1 4.333 2.463 3.394  -0.081
C17 4.388 1.154 4.569  0.027
C18 5.239 -0.009 4.126  -0.298
Cl2 4.519 -0.865 2.735  -0.237
H26 3.296 0.824 4.761  -0.031
H27 4.770 1.574 5.497  0.441
H28 5.315 -0.736 4.936  0.176
H29 6.241 0.305 3.842  0.419
B1 4.390 -3.109 6.059  0.513
F1 4.376 -4.262 5.284  -0.361
F2 3.339 -2.256 5.538  -0.316
F3 4.146 -3.375 7.387  -0.345
F4 5.603 -2.412 5.893  -0.420
O6 4.617 -2.499 -0.124  -0.561
H30 4.562 -2.153 0.775  0.331
H31 5.016 -3.370 -0.028  0.329
O7 2.259 0.025 5.612  -0.222
H32 1.280 0.075 5.590  0.277
Al1 -1.954 -4.025 -4.246  0.256
C19 1.107 5.221 3.124  -0.276
C20 0.332 5.823 4.274  -0.429
O8 0.393 4.798 5.283  -0.303
S1 1.772 4.007 5.178  1.016
O9 2.695 4.509 6.121  -0.557
O10 1.467 2.618 5.105  -0.456
O11 2.191 4.518 3.726  -0.202
H33 0.497 4.496 2.582  0.222
H34 1.479 5.976 2.437  0.317
H35 -0.700 6.046 4.026  0.325
H36 0.814 6.724 4.658  0.317
Br1 -3.023 -2.146 -5.508  -0.307

Atoms 1-6, force components in eV/Å:
0.3 0.2 -1.0
-1.3 1.0 0.3
0.9 -0.4 0.3
0.1 -0.3 -1.4
-0.2 -0.3 0.4
0.3 0.4 0.5

ΔE to the lowest compared entry with this formula, charge and spin, kJ/mol: 0.0
HOMO, eV: -9.09
LUMO level, eV: -8.1
Charge: +1

***

Entry 3:
Molecular formula: C20H36BNO40S8
Method: DFT, wB97M-V/def2-TZVPD

Last column: Mulliken charge in e.
Geometry (Å):
N1 2.047 -1.848 -6.131  -0.281
H1 1.720 -0.991 -5.659  0.189
H2 2.499 -2.461 -5.451  0.397
H3 2.563 -1.626 -6.979  0.423
H4 1.184 -2.315 -6.448  0.394
O1 1.171 -0.116 3.359  -0.636
C1 1.030 -0.185 2.170  0.797
O2 1.473 -1.154 1.388  0.257
B1 0.992 -0.888 0.007  0.415
O3 0.354 0.449 0.106  0.623
C2 0.401 0.944 1.320  -0.509
O4 0.128 2.050 1.679  -0.423
O5 1.942 -1.032 -1.102  -0.649
C3 1.205 -1.516 -2.125  -0.021
O6 1.469 -1.628 -3.280  -0.171
C4 -0.156 -1.969 -1.588  0.550
O7 -0.102 -1.852 -0.285  -0.674
O8 -0.948 -2.569 -2.246  -0.545
C5 1.106 3.464 -3.301  -0.466
C6 1.028 2.143 -2.553  0.373
O9 0.188 1.324 -3.357  0.224
S1 0.109 1.849 -4.866  0.958
O10 -1.184 2.319 -5.196  -0.551
O11 0.652 0.868 -5.742  -0.633
O12 1.156 3.048 -4.664  -0.396
H5 2.056 3.979 -3.158  0.367
H6 0.350 4.157 -2.925  0.291
H7 0.566 2.297 -1.581  -0.293
H8 2.019 1.709 -2.409  0.197
C7 -2.425 2.328 -0.598  1.052
C8 -3.467 1.961 0.454  0.279
O13 -4.681 2.070 -0.315  -0.397
S2 -4.489 1.341 -1.711  1.157
O14 -5.241 1.967 -2.724  -0.570
O15 -4.509 -0.070 -1.553  -0.584
O16 -2.908 1.764 -1.827  -0.230
H9 -1.476 1.819 -0.467  -0.860
H10 -2.380 3.414 -0.672  0.297
H11 -3.542 2.703 1.243  -0.405
H12 -3.532 0.988 0.945  0.314
C9 -1.406 1.552 4.449  0.526
C10 -1.651 0.842 5.782  -0.204
O17 -3.020 1.074 6.157  -0.402
S3 -3.758 2.204 5.321  1.196
O18 -3.946 3.422 6.019  -0.595
O19 -4.862 1.645 4.634  -0.594
O20 -2.597 2.309 4.207  -0.360
H13 -1.291 0.968 3.550  -0.145
H14 -0.610 2.245 4.721  0.103
H15 -1.012 1.142 6.611  0.274
H16 -1.604 -0.248 5.760  0.177
C11 -2.297 -2.906 -5.231  0.276
C12 -2.571 -1.371 -5.325  0.192
O21 -2.638 -1.081 -6.708  -0.313
S4 -1.661 -2.044 -7.494  1.057
O22 -0.292 -1.740 -7.238  -0.573
O23 -2.131 -2.268 -8.803  -0.592
O24 -2.101 -3.286 -6.618  -0.367
H17 -3.071 -3.565 -4.845  0.309
H18 -1.407 -3.191 -4.675  -0.276
H19 -1.745 -0.825 -4.866  -0.237
H20 -3.438 -1.064 -4.746  0.352
C13 1.555 -5.148 -1.482  -0.388
C14 2.162 -6.479 -1.951  -0.361
O25 1.804 -6.563 -3.324  -0.374
S5 0.669 -5.505 -3.750  1.094
O26 -0.365 -6.265 -4.343  -0.574
O27 1.260 -4.489 -4.564  -0.501
O28 0.365 -5.063 -2.270  -0.211
H21 2.299 -4.380 -1.722  0.195
H22 1.309 -5.026 -0.433  0.511
H23 1.778 -7.310 -1.361  0.314
H24 3.246 -6.449 -1.872  0.268
C15 2.715 -3.045 3.523  0.126
C16 1.249 -3.384 3.842  0.270
O29 1.279 -4.279 4.954  -0.383
S6 2.598 -5.169 4.902  1.036
O30 2.472 -6.218 3.946  -0.557
O31 3.076 -5.462 6.199  -0.540
O32 3.510 -4.036 4.213  -0.407
H25 3.039 -2.126 3.998  0.082
H26 2.933 -3.126 2.464  0.198
H27 0.764 -3.837 2.977  0.196
H28 0.684 -2.512 4.153  -0.001
C17 -1.153 5.149 2.570  0.038
C18 -1.537 5.924 3.834  -0.358
O33 -2.962 5.804 3.944  -0.296
S7 -3.591 5.170 2.634  1.338
O34 -3.780 6.158 1.625  -0.668
O35 -4.719 4.334 2.802  -0.583
O36 -2.277 4.309 2.323  -0.161
H29 -0.276 4.532 2.748  -0.363
H30 -1.027 5.768 1.682  0.379
H31 -1.183 6.956 3.836  0.303
H32 -1.168 5.530 4.782  0.308
C19 4.293 2.970 4.083  -0.432
C20 2.969 2.735 3.284  0.019
O37 3.372 1.839 2.275  -0.134
S8 4.677 0.972 2.676  1.133
O38 5.390 0.592 1.526  -0.595
O39 4.325 0.008 3.649  -0.502
O40 5.333 2.290 3.324  -0.423
H33 4.207 2.404 5.007  0.319
H34 4.615 4.001 4.111  0.310
H35 2.590 3.649 2.838  0.323
H36 2.243 2.233 3.921  -0.011

Atoms 1-6, force components in eV/Å:
-0.7 -0.2 0.3
0.1 0.0 -0.1
0.3 0.1 -0.1
0.4 0.0 0.3
-0.1 0.1 0.1
-0.2 -0.2 0.2

ΔE to the lowest compared entry with this formula, charge and spin, kJ/mol: 19.2
HOMO, eV: -10.91
LUMO level, eV: -0.5
Charge: 0

***

Q: HOMO of number 2 (C20H36AlBBrCl2CsF4I2MgNO11S)?
A: -9.09 eV

***

Q: Which of these has the highest HOMO?
A: C20H35N5O3P2SSi2

***

Q: What is the HOMO in the second record?
A: -9.09 eV